No. 1
Entry from the OMol25 dataset: C5H11NO in the gas phase at a distorted geometry (ωB97M-V/def2-TZVPD).

Its structure (SMILES) is C=C(N)CCCO. As for the maximum force: 0.0398 hartree/bohr. The value obtained for the calculated total energy is -8899.932 eV. Its energy above the lowest of the compared OMol25 structures with the same formula, charge and spin is 170.3 kJ/mol. Its HOMO-LUMO gap is 9.352 eV.

Geometry as XYZ:
```
18
Properties=species:S:1:pos:R:3:nbo_charge:R:1
C -1.2923 -1.0009 -1.3947 -0.472
C -1.2302 0.0725 -0.6029 0.196
N -1.9580 0.1591 0.6265 -0.856
C -0.1230 1.1011 -0.6487 -0.446
C 0.8595 1.0233 0.5644 -0.423
C 1.3546 -0.3897 0.8011 -0.081
O 2.1705 -0.8557 -0.2853 -0.724
H -0.6728 -1.2718 -2.2332 0.216
H -2.1317 -1.6470 -1.1481 0.183
H -1.3501 0.0314 1.4234 0.366
H -2.7595 -0.4331 0.6938 0.368
H 0.4623 0.9300 -1.5486 0.218
H -0.5625 2.0993 -0.7025 0.219
H 1.7004 1.6790 0.3241 0.221
H 0.3648 1.4777 1.4223 0.209
H 0.5299 -1.1002 0.8436 0.171
H 1.9213 -0.3462 1.7385 0.166
H 2.7170 -1.5288 0.1262 0.468
```

No. 2
Entry from the OMol25 dataset: an isolated ion of composition C3H7S and charge -1 (ωB97M-V/def2-TZVPD).

Its net charge is -1. Its structure (SMILES) is CCC[S-]. As for the maximum force: 0.0159 hartree/bohr. The value obtained for the calculated total energy is -14060.377 eV. Its energy above the lowest of the compared OMol25 structures with the same formula, charge and spin is 8.0 kJ/mol. Its HOMO-LUMO gap is 6.486 eV.

Geometry as XYZ:
```
11
Properties=species:S:1:pos:R:3:nbo_charge:R:1
C -0.9456 -1.0925 -1.4434 -0.610
C 0.3968 -0.4402 -1.0789 -0.411
C 0.6116 -0.4029 0.4332 -0.522
S -0.0298 1.1260 1.2393 -0.749
H -0.9340 -2.1388 -1.1399 0.179
H -1.1000 -1.0929 -2.5218 0.180
H -1.7187 -0.5645 -0.8855 0.225
H 1.2374 -0.9520 -1.5825 0.162
H 0.4014 0.5818 -1.4558 0.205
H 1.6608 -0.5084 0.6945 0.174
H 0.1114 -1.2661 0.9041 0.167
```

No. 3
Entry from the OMol25 dataset: C23H28N4O6V as an isolated structure (ωB97M-V/def2-TZVPD).

As for the spin multiplicity: 4. As for the maximum force: 0.0074 hartree/bohr. The value obtained for the calculated total energy is -68238.994 eV. Its energy above the lowest of the compared OMol25 structures with the same formula, charge and spin is 0.0 kJ/mol. Its HOMO-LUMO gap (alpha / beta) is 6.147 / 6.988 eV.

Geometry as XYZ:
```
62
Properties=species:S:1:pos:R:3:mulliken_spin:R:1
V 0.0381 0.7202 -0.3072 2.843
C -1.4817 -4.1383 -1.1708 -0.001
N -0.9332 -2.9569 -1.8091 0.002
C -1.4183 -2.6772 -3.1566 0.001
C -0.2468 -2.0195 -1.1517 0.018
O 0.1455 -0.9817 -1.6916 0.004
C 0.0509 -2.2382 0.3344 -0.028
O 0.6369 -1.0663 0.8689 -0.010
C 1.9946 -1.0640 1.2511 0.001
C 2.7764 -0.0164 0.4513 0.010
O 2.2048 0.7102 -0.3594 0.006
N 4.0931 0.0699 0.6893 0.005
C 4.9004 1.0284 -0.0526 0.000
C 4.8062 -0.8096 1.5983 -0.001
H -1.4224 -4.9762 -1.8653 0.000
H -2.5295 -3.9865 -0.9001 0.000
H -0.9230 -4.4094 -0.2793 0.000
H -1.1653 -3.5091 -3.8147 0.000
H -0.9675 -1.7595 -3.5197 0.001
H -2.5009 -2.5419 -3.1390 0.000
H 0.7028 -3.1029 0.4845 -0.001
H -0.8849 -2.3987 0.8713 -0.003
H 2.4424 -2.0518 1.1149 -0.002
H 2.0415 -0.8021 2.3113 0.001
H 4.2538 1.6149 -0.6959 0.000
H 5.6394 0.5035 -0.6606 0.000
H 5.4168 1.6884 0.6452 0.000
H 4.1719 -1.1432 2.4152 0.000
H 5.6351 -0.2556 2.0360 0.000
H 5.2122 -1.6813 1.0783 0.000
C 0.8579 1.2940 -4.4565 0.000
O -0.4711 1.6920 -4.7842 0.000
C -1.4599 1.2289 -3.9543 0.010
C -2.5691 0.6430 -4.5404 0.002
C -3.6275 0.1621 -3.7774 0.005
C -3.5738 0.2679 -2.3963 0.015
C -2.4725 0.8645 -1.7962 0.010
C -2.3681 1.1076 -0.3309 0.017
N -1.9516 0.2245 0.5103 0.055
N -2.0370 0.6254 1.8658 0.007
C -0.9891 1.2872 2.2585 0.016
O 0.0290 1.6056 1.5240 0.033
C -0.9510 1.7213 3.6891 -0.002
C -1.9485 1.3420 4.5856 0.000
C -1.8883 1.7482 5.9080 0.000
C -0.8321 2.5376 6.3490 0.001
C 0.1603 2.9187 5.4597 0.000
C 0.1021 2.5114 4.1333 0.003
C -1.3900 1.3657 -2.5499 -0.002
O -0.3602 1.8799 -1.9170 -0.014
H 1.4474 1.4512 -5.3585 0.000
H 0.8855 0.2351 -4.1818 0.000
H 1.2539 1.8785 -3.6288 0.000
H -2.5844 0.5674 -5.6211 0.000
H -4.4861 -0.2847 -4.2618 0.000
H -4.3924 -0.0862 -1.7801 0.000
H -2.6950 2.0790 0.0493 -0.005
H -2.7643 0.7302 4.2257 0.000
H -2.6675 1.4510 6.5985 0.000
H -0.7874 2.8564 7.3828 0.000
H 0.9803 3.5401 5.7978 0.000
H 0.8614 2.8050 3.4215 0.002
```

No. 4
Entry from the OMol25 dataset: C8H12OS in the gas phase at a distorted geometry (ωB97M-V/def2-TZVPD).

Its structure (SMILES) is CC(C)=C1SC(=O)C1(C)C. As for the maximum force: 0.0550 hartree/bohr. The value obtained for the calculated total energy is -21371.778 eV. Its energy above the lowest of the compared OMol25 structures with the same formula, charge and spin is 93.7 kJ/mol. Its HOMO-LUMO gap is 9.376 eV.

Geometry as XYZ:
```
22
Properties=species:S:1:pos:R:3:nbo_charge:R:1
C -1.2263 -2.5549 -0.0380 -0.637
C -0.9187 -1.0639 -0.0296 -0.019
C -2.0791 -0.1464 0.0669 -0.636
C 0.3272 -0.6770 -0.1785 -0.076
S 1.8470 -1.7288 -0.2364 0.166
C 2.3931 0.0074 -0.2527 0.494
O 3.4919 0.4629 -0.3158 -0.528
C 1.0284 0.7010 -0.0700 -0.229
C 0.6007 1.6832 -1.0969 -0.614
C 1.0805 1.3594 1.2805 -0.587
H -0.4711 -2.9558 0.5800 0.219
H -2.2713 -2.6230 0.3386 0.213
H -1.2640 -3.1557 -1.0220 0.228
H -3.0658 -0.5933 -0.2273 0.216
H -2.2013 0.0690 1.0736 0.221
H -1.9370 0.6791 -0.5338 0.221
H -0.1335 2.2688 -0.4702 0.215
H 0.2248 1.2718 -2.0471 0.229
H 1.4415 2.3784 -1.4806 0.235
H 1.6418 2.3321 1.2266 0.233
H 1.5325 0.6478 1.9453 0.226
H -0.0413 1.6379 1.4877 0.208
```

No. 5
Entry from the OMol25 dataset: C4H3LiLuO2 as an isolated structure at a distorted geometry (ωB97M-V/def2-TZVPD).

Its net charge is +2. As for the spin multiplicity: 2. As for the maximum force: 0.1360 hartree/bohr. The value obtained for the calculated total energy is -42092.133 eV. Its energy above the lowest of the compared OMol25 structures with the same formula, charge and spin is 417.9 kJ/mol. Its HOMO-LUMO gap (alpha / beta) is 7.382 / 7.179 eV.

Geometry as XYZ:
```
11
Properties=species:S:1:pos:R:3:mulliken_spin:R:1
Lu 0.1354 0.4832 3.3165 0.002
O 0.2213 0.2900 0.0834 0.002
C -1.0847 -0.0276 -0.4484 0.077
H -1.4644 -1.0504 -0.5869 0.002
H -1.8624 0.5216 0.1015 -0.009
C -1.0553 1.6046 -2.5940 0.781
C -0.8136 0.5645 -1.8077 -0.055
C 0.4926 1.1822 -1.5904 0.049
O 1.6057 1.4113 -1.9878 0.109
Li 1.3734 -1.1105 0.5837 0.000
H -1.8405 2.3000 -2.8829 0.043
```